The following is a DFT calculation (wB97M-V/def2-TZVPD) of 7 unconnected molecules or ions with the total composition C40H75O14PS in a non-equilibrium geometry.

Computed properties:
SMILES = C#Cc1cc(P(C)CC)c2c(c1CCCCC)C(=O)C(CCCCS(=O)(=O)O)=C(COCOCCO)C2=O.CCO.CCO.CCO.CCO.CCO.CCO
Gap between HOMO and LUMO = 0.225 Ha
LUMO = -1.7 eV
HOMO level = -7.8 eV
E_tot = -91466.313 eV

```
! RIJCOSX wB97M-V def2-TZVPD def2/J DEFGRID3
* xyz 0 1
C -1.759 -3.982 4.398
C -1.519 -2.983 3.554
C -1.080 -2.045 2.314
C -1.747 -0.597 2.348
C -1.423 0.497 1.255
P -2.291 2.168 1.447
C -3.568 2.173 2.853
C -3.355 2.509 -0.131
C -3.305 4.150 -0.285
C -0.370 0.095 0.135
C 0.307 -1.369 0.107
C -0.038 -2.513 1.182
C 0.637 -3.958 1.147
C -0.222 -5.214 1.669
C 0.428 -6.543 0.994
C 0.137 -7.925 1.774
C -1.065 -7.852 2.861
C 1.398 -1.560 -1.070
O 2.237 -2.547 -1.124
C 1.646 -0.464 -2.257
C 2.641 -0.869 -3.491
C 2.009 -2.030 -4.449
C 0.397 -1.971 -4.570
C -0.196 -2.752 -5.876
S -0.894 -4.438 -5.477
O -2.414 -4.481 -5.460
O -0.373 -5.478 -6.444
O -0.383 -4.938 -3.924
C 1.055 0.849 -2.235
C 1.355 2.015 -3.345
O 2.749 2.431 -3.289
C 3.089 3.175 -2.090
O 4.535 3.045 -1.860
C 4.901 1.670 -1.566
C 5.542 1.437 -0.097
O 6.962 1.094 -0.185
C 0.054 1.192 -0.991
O -0.319 2.424 -0.961
H -1.839 -4.965 4.995
H -2.488 -0.321 3.204
H -3.055 2.465 3.854
H -4.164 1.188 2.933
H -4.348 3.017 2.654
H -2.886 2.048 -1.082
H -4.453 2.173 0.022
H -3.630 4.580 0.747
H -2.184 4.396 -0.450
H -3.987 4.518 -1.144
H 0.985 -4.297 0.083
H 1.609 -3.910 1.793
H -0.018 -5.313 2.815
H -1.361 -5.129 1.558
H 1.583 -6.368 1.010
H 0.090 -6.542 -0.123
H -0.083 -8.731 0.956
H 1.147 -8.267 2.252
H -0.689 -7.200 3.728
H -1.341 -8.932 3.148
H -1.943 -7.267 2.368
H 3.594 -1.338 -3.009
H 3.012 0.034 -4.092
H 2.532 -1.993 -5.493
H 2.266 -3.097 -4.045
H -0.155 -2.379 -3.646
H 0.099 -0.848 -4.656
H 0.646 -2.917 -6.640
H -1.047 -2.085 -6.306
H 0.503 -5.383 -4.032
H 1.181 1.553 -4.392
H 0.646 2.915 -3.266
H 2.584 2.826 -1.118
H 2.840 4.312 -2.187
H 4.056 0.900 -1.694
H 5.743 1.382 -2.322
H 5.320 2.316 0.623
H 5.021 0.505 0.373
H 7.117 0.146 0.044
C -4.490 6.913 4.163
C -4.130 6.844 2.692
O -4.517 5.585 2.153
H -3.995 6.111 4.717
H -4.194 7.874 4.592
H -5.567 6.782 4.305
H -3.052 6.953 2.557
H -4.632 7.636 2.129
H -5.475 5.499 2.269
C -5.459 -9.174 5.245
C -4.638 -8.740 4.048
O -3.553 -7.922 4.470
H -5.846 -8.303 5.781
H -6.300 -9.800 4.935
H -4.843 -9.737 5.953
H -5.249 -8.161 3.355
H -4.237 -9.607 3.512
H -3.011 -8.446 5.077
C 1.270 5.853 -6.327
C 1.781 6.251 -4.957
O 1.406 5.276 -3.992
H 0.181 5.752 -6.315
H 1.547 6.597 -7.078
H 1.678 4.882 -6.625
H 1.355 7.210 -4.653
H 2.872 6.342 -4.958
H 1.794 4.430 -4.261
C 7.780 6.232 -1.589
C 6.585 6.375 -0.668
O 5.386 6.422 -1.428
H 7.825 7.068 -2.292
H 8.711 6.199 -1.018
H 7.700 5.318 -2.185
H 6.657 7.301 -0.090
H 6.526 5.535 0.031
H 5.326 5.595 -1.930
C -9.331 -8.523 2.946
C -7.943 -8.005 2.627
O -7.067 -9.090 2.348
H -9.300 -9.197 3.807
H -10.013 -7.698 3.167
H -9.732 -9.097 2.106
H -7.536 -7.450 3.476
H -7.964 -7.339 1.758
H -7.429 -9.571 1.590
C 5.859 10.610 1.578
C 6.407 9.599 2.565
O 5.601 8.428 2.562
H 4.829 10.876 1.832
H 6.467 11.519 1.573
H 5.841 10.194 0.566
H 6.403 10.011 3.577
H 7.434 9.319 2.310
H 5.617 8.064 1.664
*
```